Density functional theory data (ωB97M-V/def2-TZVPD) for a structure of composition C3H2InO2 at a distorted geometry.

The geometry in XYZ format:
```
8
C3H2InO2 | the OMol25 dataset | ωB97M-V/def2-TZVPD
O -0.7855 -0.9494 -0.4984
O 0.0090 0.7570 0.6315
C 0.4430 -0.8280 -0.9856
C 1.0415 0.2564 -0.2135
C -1.0606 -0.0691 0.5350
H 1.9695 0.0213 0.3257
In -2.7171 0.0646 1.5384
H 1.1002 0.7473 -1.3331
```

## Properties
Calculated total energy, eV: -12384.4570
Charge: +2
Gap between HOMO and LUMO (alpha / beta), Eh: 0.24300 / 0.18995
Multiplicity: 2
Lowest unoccupied orbital energy (alpha / beta), Eh: -0.465 / -0.512
HOMO (alpha / beta), eV: -19.254 / -19.102
Relative energy (zero: lowest compared OMol25 entry of this formula, charge and spin), kcal per mole: 79.15

So, what does the Löwdin scheme give us? The charges, in e, come out as: 0.039, 0.063, 0.141, -0.058, -0.263, 0.196, 1.619, 0.262

Density functional theory data (ωB97M-V/def2-TZVPD) for a cluster of 2 separate species, C7H14ClFN4O5P in total at a distorted geometry.

The geometry in XYZ format:
```
33
C7H14ClFN4O5P | the OMol25 dataset | ωB97M-V/def2-TZVPD
N 4.5435 0.2283 0.5993
P 3.6010 0.6352 -0.6381
O 4.3405 1.9902 -1.3916
O 3.5390 -0.5951 -1.8457
C 1.8724 1.2018 -0.0956
C 1.6599 1.8786 1.3635
N 0.2367 1.5679 1.7678
C -0.3453 1.1347 0.4707
N -1.5243 1.4553 -0.1118
C -1.8329 0.8979 -1.4523
C -3.4284 0.6298 -1.5515
O -3.9979 0.2812 -2.6180
Cl -4.5297 0.8214 -0.0754
N 0.7357 0.2472 -0.0797
F 0.8966 -0.8953 0.6760
H 3.9491 0.3099 1.4439
H 4.2653 2.6786 -0.6789
H 3.4437 -1.4787 -1.4271
H 1.5398 2.0382 -0.8271
H 1.7410 3.0084 1.1127
H 2.4635 1.7214 2.1650
H 0.1942 0.8206 2.4921
H -2.1308 2.1108 0.4138
H -1.3210 -0.1261 -1.5806
H -1.4770 1.6486 -2.2624
O -2.4017 -1.2593 0.6264
C -1.8248 -2.4452 0.8078
C -2.7843 -3.6096 0.2256
O -2.2134 -4.7912 0.4172
H -1.6028 -2.7388 1.8506
H -0.8438 -2.6041 0.3217
H -2.9953 -3.3179 -0.8213
H -3.7687 -3.4447 0.7032
```

## Properties
Calculated total energy, eV: -48203.5944
Charge: -1
Gap between HOMO and LUMO, Eh: 0.11640
Lowest unoccupied orbital energy, Eh: 0.044
HOMO, eV: -1.958

So, what does the Löwdin scheme give us? The charges, in e, come out as: -0.210, 0.682, -0.226, -0.209, -0.305, -0.187, 0.010, -0.284, 0.054, -0.119, -0.621, -0.034, 0.578, -0.107, -0.032, -0.047, 0.070, 0.077, 0.138, 0.112, 0.109, 0.118, 0.139, 0.147, 0.141, -0.255, -0.406, -0.445, -0.237, 0.093, 0.083, 0.087, 0.088

Density functional theory data (ωB97M-V/def2-TZVPD) for the molecule C6H12.

The geometry in XYZ format:
```
18
C6H12 | the OMol25 dataset | ωB97M-V/def2-TZVPD
C -2.0630 -0.3636 -0.1773
C -0.5887 -0.3095 -0.5688
C 0.3307 -1.1521 0.3623
C 1.3878 -0.1787 0.9173
C 1.4650 0.9249 -0.1419
C -0.0038 1.1191 -0.5236
H -2.1989 -0.0220 0.8571
H -2.4594 -1.3831 -0.2477
H -2.6732 0.2791 -0.8230
H -0.4914 -0.6891 -1.5945
H 0.8155 -1.9540 -0.2065
H -0.2407 -1.6353 1.1636
H 1.0403 0.2550 1.8642
H 2.3507 -0.6613 1.1149
H 1.9458 1.8404 0.2197
H 2.0360 0.5712 -1.0111
H -0.5093 1.6997 0.2617
H -0.1434 1.6594 -1.4665
```

## Properties
Calculated total energy, eV: -6416.8470
Charge: 0
Gap between HOMO and LUMO, Eh: 0.44646
Lowest unoccupied orbital energy, Eh: 0.046
Structure (SMILES): CC1CCCC1
HOMO, eV: -10.907
Relative energy (zero: lowest compared OMol25 entry of this formula, charge and spin), kcal per mole: 2.16

So, what does the Löwdin scheme give us? The charges, in e, come out as: -0.090, -0.377, -0.164, -0.201, -0.207, -0.183, 0.080, 0.075, 0.075, 0.130, 0.106, 0.104, 0.109, 0.103, 0.105, 0.112, 0.113, 0.110